1.
DFT (ωB97M-V/def2-TZVPD) results for a molecular structure, C29H27F2MnN4O9P2S2Sb.

Each line ends with the Mulliken spin population.
CARTESIAN COORDINATES (ANGSTROEM)
Mn 1.326 0.237 -1.657  4.39
O 0.669 4.815 1.137  0.00
P 1.570 3.530 0.689  -0.01
O 2.901 3.413 1.312  0.00
O 0.763 2.164 1.002  0.02
O 1.672 3.745 -0.885  0.00
P 0.628 3.645 -2.193  0.01
O -0.718 4.258 -1.360  0.00
O 1.068 4.517 -3.285  0.00
O 0.346 2.171 -2.339  0.02
H -0.078 4.860 0.487  0.00
H -1.183 4.942 -1.955  0.00
N 0.055 -7.859 -1.837  0.00
C 0.355 -6.638 -2.304  0.00
C 1.543 -6.534 -3.052  0.00
C 1.944 -5.349 -3.586  0.00
C 1.197 -4.201 -3.320  0.00
C -0.025 -4.276 -2.641  0.00
C -0.494 -5.523 -2.200  0.00
S 1.720 -2.617 -3.808  0.02
O 0.747 -1.854 -4.550  0.00
O 3.046 -2.793 -4.345  0.00
N 1.740 -1.772 -2.349  0.01
C 2.632 -2.071 -1.328  0.01
N 3.396 -3.098 -1.191  0.00
C 4.372 -3.137 -0.308  0.00
C 4.647 -2.033 0.523  0.00
C 3.746 -0.984 0.414  0.00
N 2.751 -0.974 -0.498  -0.05
H 0.798 -8.532 -1.823  0.00
H -0.808 -8.050 -1.306  0.00
H 2.096 -7.417 -3.352  0.00
H 2.806 -5.199 -4.194  0.00
H -0.595 -3.345 -2.395  0.00
H -1.469 -5.599 -1.789  0.00
H 4.938 -4.044 -0.320  0.00
H 5.542 -1.848 1.057  0.00
H 3.926 -0.023 1.049  0.00
S -0.729 -0.228 -0.571  0.00
Sb -1.154 1.657 1.010  -0.02
C -0.807 0.471 2.787  0.01
C -1.780 0.332 3.758  0.00
C -1.450 -0.455 4.844  0.00
C -0.218 -1.119 4.934  0.00
C 0.631 -1.074 3.884  0.00
C 0.435 -0.175 2.799  0.00
C -1.660 3.103 2.547  0.00
C -2.563 4.084 2.193  0.00
C -2.669 5.277 2.832  0.00
C -1.977 5.491 4.065  0.00
C -1.027 4.516 4.459  0.00
C -0.872 3.349 3.641  0.00
C -2.862 1.670 -0.331  0.01
C -4.037 1.441 0.431  0.00
C -5.212 1.007 -0.220  0.00
C -5.191 0.978 -1.623  0.00
C -4.035 1.276 -2.348  0.00
C -2.860 1.667 -1.720  0.00
H -2.758 0.839 3.714  0.00
H -2.261 -0.604 5.555  0.00
H 0.022 -1.675 5.868  0.00
H 1.510 -1.705 3.894  0.00
H 1.151 0.041 2.053  0.01
H -3.249 3.833 1.419  0.00
H -3.277 6.104 2.446  0.00
H -2.085 6.445 4.681  0.00
H -0.391 4.495 5.328  0.00
H -0.060 2.683 3.954  0.00
H -4.094 1.632 1.468  0.00
H -6.084 0.868 0.411  0.00
H -6.085 0.793 -2.211  0.00
H -4.101 1.194 -3.411  0.00
H -1.980 1.886 -2.315  -0.01
F 3.317 0.227 -3.971  -0.03
C 3.210 0.775 -2.730  -0.36
F 4.487 0.499 -2.141  -0.02
H 3.196 1.873 -2.881  -0.04

E_HOMO (alpha / beta) ... -5.085 / -5.251 eV
Net charge ... -1
Expectation value of S² ... 6.362
Frontier orbital gap (alpha / beta) ... 6.1 / 7.5 eV
2S+1 ... 5

2.
DFT (ωB97M-V/def2-TZVPD) results for a molecular structure, C37H39AuIN2P2.

Each line ends with the Löwdin charge.
CARTESIAN COORDINATES (ANGSTROEM)
Au -0.457 -0.244 0.604  0.54
C 1.631 1.208 -2.348  -0.30
C 2.052 -0.032 -1.556  -0.34
P 2.583 0.605 0.106  1.01
C 4.386 0.325 -0.065  -0.35
C 5.090 -0.707 0.545  -0.08
C 6.427 -0.899 0.244  -0.07
C 7.075 -0.060 -0.647  -0.08
C 6.389 0.999 -1.221  -0.08
C 5.055 1.197 -0.922  -0.11
C 2.132 -0.667 1.345  -0.46
C 2.160 -2.051 1.176  -0.13
C 1.857 -2.877 2.246  -0.09
C 1.559 -2.344 3.490  -0.08
C 1.546 -0.972 3.671  -0.09
C 1.824 -0.141 2.604  -0.14
C 0.337 1.820 -1.821  -0.34
P 0.210 1.945 0.009  0.87
C 1.047 3.554 0.338  -0.33
C 2.336 3.702 0.832  -0.12
C 2.920 4.955 0.902  -0.07
C 2.221 6.081 0.504  -0.07
C 0.924 5.946 0.041  -0.07
C 0.341 4.696 -0.044  -0.08
C -1.535 2.510 0.198  -0.42
C -2.491 2.718 -0.789  -0.12
C -3.808 2.964 -0.434  -0.09
C -4.176 3.039 0.898  -0.08
C -3.222 2.861 1.891  -0.08
C -1.918 2.581 1.538  -0.16
H 1.493 0.948 -3.402  0.12
H 2.432 1.953 -2.293  0.09
H 2.893 -0.524 -2.052  0.09
H 1.224 -0.740 -1.465  0.05
H 4.598 -1.363 1.248  0.09
H 6.963 -1.718 0.704  0.11
H 8.114 -0.226 -0.890  0.11
H 6.894 1.667 -1.903  0.11
H 4.518 2.031 -1.356  0.10
H 2.422 -2.471 0.214  0.12
H 1.880 -3.952 2.129  0.09
H 1.345 -2.994 4.323  0.11
H 1.326 -0.559 4.644  0.11
H 1.816 0.935 2.733  0.10
H -0.509 1.182 -2.110  0.08
H 0.189 2.822 -2.244  0.10
H 2.906 2.841 1.155  0.05
H 3.931 5.051 1.268  0.11
H 2.682 7.056 0.564  0.11
H 0.360 6.816 -0.260  0.11
H -0.674 4.610 -0.406  0.10
H -2.221 2.703 -1.836  0.10
H -4.551 3.098 -1.206  0.11
H -5.201 3.243 1.162  0.11
H -3.494 2.932 2.934  0.11
H -1.161 2.414 2.299  0.10
I -2.422 -0.945 2.828  0.96
C -3.638 -0.604 1.126  -0.74
C -5.018 -0.619 1.215  -0.11
C -5.730 -0.399 0.044  -0.05
C -5.040 -0.174 -1.138  -0.05
C -3.655 -0.183 -1.101  -0.14
N -2.972 -0.400 0.012  -0.04
H -5.513 -0.798 2.156  0.10
H -6.810 -0.419 0.052  0.12
H -5.564 0.000 -2.065  0.11
H -3.060 -0.024 -1.990  0.12
C -1.389 -4.989 1.674  -0.02
C -1.003 -4.803 0.198  -0.58
C 0.261 -5.595 -0.163  -0.02
C -2.157 -5.225 -0.720  -0.02
C -0.767 -3.400 0.009  -0.13
N -0.616 -2.275 -0.156  0.14
H -1.595 -6.039 1.865  0.10
H -2.287 -4.419 1.907  0.08
H -0.592 -4.653 2.333  0.08
H 0.077 -6.652 0.010  0.10
H 1.112 -5.289 0.440  0.07
H 0.513 -5.462 -1.214  0.10
H -2.312 -6.295 -0.618  0.10
H -1.916 -5.012 -1.757  0.09
H -3.080 -4.713 -0.459  0.09

E_HOMO ... -10.013 eV
Net charge ... +1
Frontier orbital gap ... 7.9 eV

3.
DFT (ωB97M-V/def2-TZVPD) results for 2 unconnected molecules or ions with the total composition C2HBrN2O2.

Each line ends with the natural charge from an NBO analysis.
CARTESIAN COORDINATES (ANGSTROEM)
C 2.039 -0.116 0.001  0.00
C 2.198 2.257 0.072  1.02
N 1.157 -0.598 -0.609  -0.03
N -0.033 -0.792 -0.760  -0.48
O 1.511 2.091 0.926  -0.48
O 2.954 2.588 -0.752  -0.54
Br 3.772 -0.548 0.478  0.15
H -0.581 -0.438 -1.503  0.36

E_HOMO (alpha / beta) ... -8.888 / -8.886 eV
Frontier orbital gap (alpha / beta) ... 8.5 / 8.5 eV

4.
DFT (ωB97M-V/def2-TZVPD) results for 6 unconnected molecules or ions with the total composition C37H50F15IN3O14.

Each line ends with the Löwdin charge.
CARTESIAN COORDINATES (ANGSTROEM)
C -5.487 2.735 0.300  0.21
C -4.403 2.958 -0.159  -0.10
C -3.078 3.213 -0.635  -0.21
C -2.548 4.509 -0.551  -0.52
I -3.592 6.112 0.243  1.14
C -1.266 4.676 -1.063  -0.27
O -0.676 5.868 -1.043  -0.05
C 0.387 6.039 -0.069  -0.11
C 0.065 5.548 1.347  -0.21
N 0.602 6.533 2.299  -0.05
C 0.805 5.925 3.619  -0.17
C -0.504 5.419 4.247  -0.40
C -0.518 3.891 4.409  -0.04
O -0.694 5.965 5.556  -0.04
C -0.646 3.517 -1.627  -0.13
C 0.720 3.634 -2.278  -0.10
C 1.680 2.510 -1.868  -0.21
C 2.237 2.676 -0.448  -0.25
C 3.326 1.608 -0.201  -0.08
N -1.175 2.325 -1.645  0.23
N -2.395 2.188 -1.140  -0.03
C -2.953 0.848 -1.221  -0.01
C -3.729 0.695 -2.531  -0.48
O -4.066 1.668 -3.142  0.15
O -3.969 -0.532 -2.988  0.16
H -6.378 2.640 0.879  0.07
H 1.317 5.572 -0.394  0.11
H 0.582 7.108 -0.022  0.14
H -1.005 5.473 1.529  0.06
H 0.571 4.584 1.502  0.12
H 1.504 6.852 1.961  0.11
H 1.553 5.121 3.600  0.12
H 1.205 6.689 4.286  0.10
H -1.376 5.683 3.642  0.13
H -1.004 3.405 3.560  0.07
H -1.050 3.613 5.318  0.08
H 0.492 3.491 4.506  0.08
H -1.206 6.775 5.474  0.09
H 0.519 3.516 -3.349  0.14
H 1.137 4.628 -2.160  0.11
H 1.188 1.542 -1.970  0.11
H 2.503 2.509 -2.587  0.12
H 1.426 2.578 0.276  0.10
H 2.700 3.665 -0.426  0.10
H 3.163 0.760 -0.867  0.07
H 4.301 2.030 -0.439  0.06
H 3.308 1.258 0.829  0.07
H -3.494 0.563 -0.323  0.14
H -2.086 0.190 -1.279  0.13
H -3.734 -1.212 -2.338  0.10
C -3.095 -6.658 -0.207  -0.05
C -1.848 -5.840 -0.461  -0.17
O -2.148 -4.418 -0.522  0.04
C -2.365 -3.818 0.630  -0.41
O -2.339 -4.287 1.725  0.19
C -2.642 -2.326 0.375  -0.51
F -3.568 -2.132 -0.597  0.13
F -1.529 -1.681 -0.016  0.15
F -3.091 -1.706 1.458  0.18
H -3.836 -6.426 -0.953  0.05
H -2.857 -7.718 -0.235  0.09
H -3.525 -6.425 0.768  0.09
H -1.428 -6.094 -1.429  0.12
H -1.076 -6.023 0.286  0.13
C -7.871 -8.222 -6.011  -0.06
C -6.489 -8.740 -5.676  -0.19
O -5.967 -8.134 -4.473  0.03
C -6.464 -8.586 -3.331  -0.40
O -7.285 -9.440 -3.192  0.18
C -5.791 -7.860 -2.152  -0.54
F -5.798 -6.531 -2.334  0.16
F -4.512 -8.261 -2.027  0.14
F -6.412 -8.117 -1.009  0.18
H -7.860 -7.135 -6.091  0.08
H -8.210 -8.643 -6.957  0.09
H -8.592 -8.488 -5.240  0.08
H -5.786 -8.473 -6.461  0.12
H -6.476 -9.825 -5.575  0.13
C 7.329 -2.733 -1.657  -0.06
C 8.549 -1.876 -1.919  -0.19
O 8.200 -0.486 -2.095  0.04
C 7.910 0.186 -0.993  -0.41
O 7.909 -0.231 0.127  0.17
C 7.591 1.647 -1.350  -0.54
F 6.705 1.735 -2.357  0.15
F 8.696 2.295 -1.735  0.17
F 7.073 2.309 -0.317  0.16
H 6.599 -2.607 -2.457  0.08
H 7.614 -3.782 -1.599  0.09
H 6.844 -2.455 -0.723  0.08
H 9.025 -2.173 -2.851  0.13
H 9.290 -1.971 -1.126  0.13
C 0.020 -9.811 -4.188  -0.06
C 0.078 -10.584 -2.889  -0.18
O 1.144 -10.117 -2.034  0.05
C 0.932 -8.983 -1.396  -0.39
O -0.052 -8.301 -1.445  0.15
C 2.148 -8.643 -0.514  -0.55
F 3.288 -8.740 -1.203  0.17
F 2.214 -9.482 0.525  0.18
F 2.051 -7.401 -0.042  0.17
H 0.983 -9.853 -4.698  0.09
H -0.745 -10.230 -4.840  0.08
H -0.213 -8.761 -4.015  0.07
H 0.303 -11.630 -3.083  0.13
H -0.868 -10.546 -2.349  0.13
C 1.559 9.927 4.790  -0.06
C 1.695 9.262 6.145  -0.20
O 2.793 9.814 6.891  0.04
C 2.583 11.006 7.437  -0.40
O 1.579 11.650 7.374  0.17
C 3.835 11.448 8.217  -0.55
F 4.939 11.306 7.476  0.17
F 3.976 10.703 9.321  0.17
F 3.737 12.721 8.580  0.18
H 2.497 9.856 4.237  0.08
H 0.769 9.453 4.206  0.07
H 1.323 10.985 4.889  0.08
H 1.923 8.206 6.022  0.11
H 0.775 9.332 6.726  0.13

E_HOMO ... -11.806 eV
Net charge ... +1
Frontier orbital gap ... 7.4 eV

5.
DFT (ωB97M-V/def2-TZVPD) results for a molecular structure, C26H59N9O3P2SSiTeY.

Each line ends with the Löwdin charge.
CARTESIAN COORDINATES (ANGSTROEM)
Y -0.266 -1.323 0.542  1.20
N -2.501 -0.624 -0.608  -0.05
C -2.483 -0.777 -2.077  -0.23
C -1.809 -2.074 -2.484  -0.23
N -0.446 -2.225 -1.944  -0.15
C 0.635 -1.680 -2.777  -0.21
C 0.784 -0.180 -2.591  -0.23
N 0.914 0.143 -1.158  -0.07
H -3.267 -1.158 -0.209  0.04
H -2.666 0.349 -0.375  0.05
H -1.967 0.092 -2.476  0.09
H -3.494 -0.765 -2.497  0.12
H -1.803 -2.152 -3.578  0.13
H -2.391 -2.908 -2.094  0.06
H -0.291 -3.219 -1.802  0.09
H 0.483 -1.907 -3.839  0.12
H 1.562 -2.170 -2.470  0.09
H -0.073 0.359 -2.987  0.09
H 1.655 0.166 -3.153  0.12
H 0.514 1.065 -0.973  0.04
H 1.904 0.197 -0.915  -0.03
C -3.166 -0.074 3.021  -0.08
N -3.114 1.274 2.452  -0.28
C -4.117 2.165 3.033  -0.09
P -1.720 1.922 1.868  0.49
O -0.869 0.855 1.280  -0.36
O -2.269 3.004 0.835  -0.27
P -1.969 3.358 -0.715  0.47
O -0.824 2.660 -1.321  -0.25
N -3.402 2.883 -1.380  -0.29
C -3.469 2.902 -2.842  -0.09
C -4.704 3.077 -0.751  -0.09
N -1.740 4.976 -0.671  -0.30
C -0.676 5.628 -1.427  -0.08
C -2.783 5.869 -0.185  -0.10
N -0.883 2.865 2.912  -0.28
C -0.176 2.174 3.994  -0.08
C -1.289 4.223 3.263  -0.08
H -4.130 -0.527 2.786  0.10
H -3.053 -0.051 4.109  0.10
H -2.384 -0.712 2.618  0.02
H -5.115 1.794 2.796  0.09
H -4.027 3.174 2.631  0.07
H -4.018 2.217 4.121  0.09
H -2.484 2.726 -3.266  0.08
H -3.857 3.856 -3.214  0.09
H -4.138 2.108 -3.176  0.09
H -4.621 3.034 0.332  0.06
H -5.375 2.277 -1.069  0.09
H -5.156 4.032 -1.038  0.09
H 0.044 4.888 -1.762  0.07
H -0.168 6.354 -0.790  0.09
H -1.082 6.153 -2.296  0.09
H -3.475 5.340 0.471  0.07
H -3.355 6.309 -1.007  0.09
H -2.334 6.679 0.392  0.09
H 0.180 1.205 3.654  0.05
H -0.815 2.037 4.873  0.10
H 0.688 2.773 4.284  0.09
H -1.726 4.732 2.407  0.07
H -0.403 4.779 3.570  0.09
H -2.004 4.236 4.093  0.09
Te -2.120 -3.667 0.815  0.81
C -0.592 -5.117 0.980  -0.66
C -0.917 -6.471 0.921  -0.17
C 0.079 -7.437 0.942  -0.09
C 1.416 -7.072 1.011  -0.09
C 1.751 -5.728 1.080  -0.09
C 0.752 -4.763 1.072  -0.19
H -1.954 -6.774 0.853  0.09
H -0.193 -8.484 0.900  0.10
H 2.191 -7.827 1.017  0.10
H 2.788 -5.424 1.149  0.10
H 1.057 -3.723 1.182  0.03
C 6.178 -0.141 -1.679  -0.03
N 6.182 -0.706 -0.341  -0.13
C 7.271 -0.741 0.515  -0.04
C 6.860 -1.323 1.658  -0.05
N 5.526 -1.629 1.483  0.09
C 5.101 -1.248 0.262  -0.76
S 3.547 -1.412 -0.404  0.63
H 7.200 -0.126 -2.050  0.09
H 5.776 0.871 -1.664  0.10
H 5.560 -0.762 -2.321  0.07
H 8.233 -0.362 0.225  0.13
H 7.391 -1.549 2.564  0.12
H 4.913 -2.059 2.156  0.11
C 2.975 -0.013 3.251  -0.19
Si 1.935 -1.506 3.746  0.35
C 2.887 -3.095 3.404  -0.20
C 1.739 -1.401 5.612  -0.19
C 0.327 -1.579 2.856  -0.43
H 3.941 -0.009 3.766  0.03
H 2.472 0.916 3.535  0.01
H 3.157 0.025 2.174  -0.01
H 3.826 -3.142 3.965  0.03
H 3.079 -3.248 2.338  -0.01
H 2.288 -3.949 3.732  0.04
H 2.705 -1.390 6.122  0.03
H 1.166 -2.250 5.993  0.03
H 1.204 -0.491 5.901  0.02
H -0.355 -0.861 3.332  -0.05
H -0.095 -2.567 3.101  -0.03

E_HOMO ... -8.782 eV
Net charge ... +1
Frontier orbital gap ... 7.1 eV

Sequential strongest force on any atom output: 3.40; 1.42; 6.49; 1.56; 0.97 eV/A
Sequential energy output: -5087.79821; -2658.72186; -2910.69719; -4452.93704; -3421.51533 hartree